{"formula": "C13H19ClORhSi", "method": "ωB97M-V/def2-TZVPD", "homo_energy_ha": [-0.084, -0.177], "total_charge": -1, "de_lowest_kj_mol": 165.0, "orbital_gap_ev": [5.7, 6.2], "spin_multiplicity": 5, "species": ["C", "C", "C", "H", "C", "C", "H", "H", "H", "H", "Rh", "Cl", "C", "C", "C", "H", "C", "C", "H", "H", "H", "H", "C", "Si", "C", "C", "O", "H", "H", "H", "H", "H", "H", "H", "H", "H"], "coordinates": [[0.437, 1.354, 2.884], [1.226, 1.625, 1.733], [1.443, 0.402, 1.031], [1.701, 2.574, 1.500], [0.815, -0.653, 1.772], [0.203, -0.073, 2.917], [-0.338, -0.597, 3.694], [0.116, 2.091, 3.613], [2.011, 0.289, 0.112], [0.846, -1.697, 1.478], [-0.489, 0.758, 1.247], [-1.533, 2.487, -0.126], [-0.714, -0.480, -2.391], [0.007, -1.696, -2.254], [1.401, -1.405, -2.422], [-0.435, -2.652, -1.999], [1.525, -0.001, -2.670], [0.219, 0.576, -2.586], [-0.046, 1.631, -2.632], [-1.782, -0.358, -2.320], [2.226, -2.110, -2.333], [2.449, 0.537, -2.868], [-4.345, 0.408, -0.663], [-3.415, -0.451, 0.770], [-3.499, 0.651, 2.320], [-4.290, -2.112, 1.202], [-1.876, -0.589, 0.307], [-5.430, 0.468, -0.499], [-4.182, -0.115, -1.617], [-3.965, 1.431, -0.788], [-4.528, 0.747, 2.687], [-2.889, 0.225, 3.127], [-3.119, 1.655, 2.096], [-4.230, -2.826, 0.367], [-3.805, -2.579, 2.074], [-5.357, -2.003, 1.457]], "lowdin_spin": [0.095, 0.127, 0.113, 0.016, 0.138, 0.106, 0.014, 0.015, 0.016, 0.015, 1.920, 0.187, 0.350, 0.016, 0.292, -0.006, 0.164, 0.123, 0.002, 0.015, 0.016, 0.005, 0.010, 0.021, 0.013, 0.002, 0.201, 0.002, 0.000, 0.003, 0.001, 0.003, 0.004, 0.000, 0.000, 0.001]}


{"formula": "C13H19F3NO13", "method": "ωB97M-V/def2-TZVPD", "homo_energy_ha": -0.157, "total_charge": -1, "de_lowest_kj_mol": 0.0, "orbital_gap_ev": 6.3, "spin_multiplicity": 1, "species": ["N", "H", "H", "H", "H", "C", "C", "O", "O", "H", "H", "H", "C", "C", "O", "O", "H", "H", "H", "C", "C", "O", "C", "O", "O", "F", "H", "H", "H", "C", "C", "O", "C", "O", "O", "F", "H", "H", "H", "C", "C", "O", "C", "O", "O", "F", "H", "H", "H"], "coordinates": [[-0.769, -0.906, 1.102], [-0.805, -0.446, 2.054], [-0.309, -1.823, 1.236], [-0.146, -0.292, 0.584], [-1.671, -1.051, 0.670], [2.706, -4.197, 2.321], [1.903, -2.963, 2.046], [0.667, -3.074, 2.299], [2.470, -1.920, 1.653], [2.190, -4.961, 2.913], [3.569, -3.954, 2.946], [2.957, -4.839, 1.472], [0.249, 1.464, 5.127], [-0.013, 1.320, 3.612], [-1.000, 0.701, 3.153], [0.947, 1.728, 2.901], [-0.267, 2.365, 5.462], [1.318, 1.569, 5.299], [-0.021, 0.544, 5.647], [-3.303, 3.064, -3.243], [-2.942, 3.841, -1.976], [-2.262, 2.844, -1.246], [-2.760, 1.626, -1.589], [-2.605, 0.647, -0.938], [-3.514, 1.767, -2.683], [-4.029, 4.284, -1.312], [-2.414, 3.011, -3.875], [-4.172, 3.355, -3.823], [-2.202, 4.616, -2.171], [2.778, 3.046, 0.153], [2.392, 3.624, -1.190], [1.327, 2.748, -1.495], [1.529, 1.568, -0.862], [0.875, 0.608, -1.126], [2.481, 1.669, 0.080], [3.328, 3.464, -2.170], [2.080, 3.473, 0.881], [3.767, 3.410, 0.427], [2.079, 4.666, -1.144], [-1.518, -4.049, -2.597], [-0.767, -2.706, -2.475], [0.337, -3.037, -1.658], [0.630, -4.357, -1.908], [1.581, -4.982, -1.579], [-0.422, -4.947, -2.494], [-1.539, -1.810, -1.816], [-2.111, -4.176, -3.501], [-2.184, -4.276, -1.764], [-0.415, -2.257, -3.404]], "nbo_charge": [-0.921, 0.479, 0.466, 0.444, 0.403, -0.728, 0.751, -0.833, -0.752, 0.195, 0.201, 0.212, -0.728, 0.781, -0.810, -0.784, 0.199, 0.214, 0.208, -0.128, 0.437, -0.485, 0.974, -0.548, -0.491, -0.329, 0.194, 0.214, 0.163, -0.137, 0.432, -0.507, 0.981, -0.590, -0.418, -0.350, 0.225, 0.209, 0.160, -0.127, 0.450, -0.474, 0.968, -0.542, -0.499, -0.325, 0.195, 0.203, 0.152]}


{"formula": "C13H19N", "method": "ωB97M-V/def2-TZVPD", "homo_energy_ha": -0.287, "de_lowest_kj_mol": 63.7, "orbital_gap_ev": 8.7, "spin_multiplicity": 1, "species": ["C", "C", "C", "N", "C", "C", "C", "C", "C", "C", "H", "H", "H", "H", "H", "H", "H", "H", "H", "C", "C", "C", "C", "H", "H", "H", "H", "H", "H", "H", "H", "H", "H"], "coordinates": [[4.220, 1.241, 0.084], [3.510, -0.025, 0.377], [3.724, -1.281, -0.083], [2.713, -2.126, 0.330], [1.798, -1.395, 1.050], [0.567, -1.749, 1.592], [-0.153, -0.734, 2.200], [0.415, 0.507, 2.492], [1.612, 0.879, 1.900], [2.324, -0.098, 1.212], [5.309, 1.132, 0.050], [4.076, 2.059, 0.793], [3.968, 1.681, -0.883], [4.429, -1.586, -0.843], [2.506, -3.072, 0.069], [0.188, -2.762, 1.642], [-1.188, -0.902, 2.464], [-0.108, 1.212, 3.121], [2.053, 1.864, 1.994], [-4.190, 1.238, -1.413], [-2.933, 0.439, -1.738], [-1.717, 0.838, -0.889], [-3.160, -1.072, -1.791], [-4.710, 0.817, -0.544], [-4.886, 1.265, -2.248], [-3.920, 2.234, -1.050], [-2.651, 0.794, -2.739], [-1.293, 1.764, -1.280], [-2.008, 1.085, 0.143], [-0.942, 0.085, -0.757], [-2.195, -1.568, -1.717], [-3.645, -1.391, -0.864], [-3.713, -1.374, -2.673]], "nbo_charge": [-0.635, -0.086, -0.033, -0.547, 0.199, -0.273, -0.208, -0.241, -0.191, -0.108, 0.219, 0.218, 0.218, 0.210, 0.410, 0.215, 0.211, 0.212, 0.212, -0.602, -0.221, -0.609, -0.604, 0.197, 0.209, 0.209, 0.184, 0.208, 0.199, 0.216, 0.207, 0.198, 0.210]}


{"formula": "C13H19N2O4P", "method": "ωB97M-V/def2-TZVPD", "homo_energy_ha": -0.363, "orbital_gap_ev": 10.3, "spin_multiplicity": 1, "species": ["C", "C", "C", "C", "C", "C", "N", "O", "C", "O", "O", "C", "P", "O", "C", "C", "C", "C", "N", "C", "H", "H", "H", "H", "H", "H", "H", "H", "H", "H", "H", "H", "H", "H", "H", "H", "H", "H", "H"], "coordinates": [[5.066, -0.005, -0.091], [4.132, 1.187, 0.162], [2.655, 0.748, 0.131], [1.767, 1.965, -0.133], [0.223, 1.794, 0.000], [-0.289, 0.351, 0.153], [-0.051, -0.085, 1.511], [0.159, -0.510, -0.890], [-0.531, -0.068, -1.995], [-0.177, -0.225, -3.097], [-1.651, 0.588, -1.606], [-1.798, 0.267, -0.171], [-2.934, 1.403, 0.713], [-3.461, 0.750, 1.930], [-2.434, -1.138, -0.184], [-2.047, -2.152, 0.686], [-2.678, -3.383, 0.547], [-3.652, -3.520, -0.434], [-4.056, -2.549, -1.244], [-3.445, -1.368, -1.115], [5.937, 0.028, 0.558], [4.551, -0.933, 0.141], [5.425, -0.034, -1.115], [4.341, 1.530, 1.174], [4.312, 1.990, -0.546], [2.559, 0.058, -0.700], [2.454, 0.261, 1.079], [2.069, 2.759, 0.547], [1.976, 2.310, -1.141], [-0.105, 2.333, 0.881], [-0.236, 2.310, -0.838], [0.600, 0.505, 2.000], [-0.902, -0.179, 2.048], [-2.243, 2.593, 0.986], [-3.942, 1.715, -0.219], [-1.288, -2.013, 1.433], [-2.406, -4.217, 1.173], [-4.129, -4.484, -0.556], [-3.773, -0.583, -1.777]], "nbo_charge": [-0.608, -0.390, -0.406, -0.397, -0.455, 0.402, -0.852, -0.510, 0.972, -0.537, -0.521, -0.103, 1.530, -1.080, -0.117, -0.143, -0.243, 0.044, -0.401, 0.047, 0.207, 0.205, 0.209, 0.192, 0.198, 0.219, 0.196, 0.204, 0.213, 0.211, 0.229, 0.379, 0.390, -0.073, -0.066, 0.235, 0.223, 0.194, 0.205]}


{"formula": "C13H19N3O2S2", "method": "ωB97M-V/def2-TZVPD", "homo_energy_ha": -0.299, "de_lowest_kj_mol": 13.3, "orbital_gap_ev": 8.6, "spin_multiplicity": 1, "species": ["N", "S", "O", "O", "C", "C", "C", "C", "C", "N", "C", "S", "N", "C", "C", "C", "C", "C", "C", "C", "H", "H", "H", "H", "H", "H", "H", "H", "H", "H", "H", "H", "H", "H", "H", "H", "H", "H", "H"], "coordinates": [[-5.062, 0.385, -2.870], [-4.052, 1.239, -3.911], [-3.678, 0.351, -4.974], [-4.680, 2.489, -4.229], [-2.651, 1.527, -2.852], [-1.623, 0.608, -2.835], [-0.547, 0.816, -1.991], [-0.508, 1.933, -1.162], [0.662, 2.156, -0.231], [1.120, 0.945, 0.411], [0.355, 0.323, 1.338], [-0.996, 1.030, 1.982], [0.722, -0.906, 1.759], [1.949, -1.608, 1.445], [3.183, -0.953, 2.117], [3.729, -1.986, 3.110], [2.540, -2.901, 3.393], [1.885, -3.028, 2.022], [-1.557, 2.844, -1.194], [-2.631, 2.644, -2.043], [-5.868, 0.923, -2.598], [-5.324, -0.510, -3.249], [-1.677, -0.246, -3.491], [0.262, 0.101, -1.974], [1.505, 2.582, -0.783], [0.364, 2.857, 0.554], [1.828, 0.407, -0.062], [0.198, -1.236, 2.557], [2.052, -1.641, 0.354], [2.865, -0.050, 2.639], [3.938, -0.667, 1.385], [4.531, -2.563, 2.647], [4.122, -1.520, 4.011], [2.840, -3.863, 3.804], [1.858, -2.423, 4.097], [0.862, -3.401, 2.063], [2.470, -3.702, 1.396], [-1.535, 3.704, -0.543], [-3.453, 3.341, -2.093]], "nbo_charge": [-1.075, 2.304, -0.941, -0.937, -0.341, -0.193, -0.160, -0.017, -0.246, -0.607, 0.296, -0.282, -0.601, -0.054, -0.427, -0.402, -0.404, -0.405, -0.185, -0.175, 0.402, 0.404, 0.239, 0.198, 0.215, 0.240, 0.393, 0.415, 0.190, 0.221, 0.211, 0.199, 0.217, 0.218, 0.198, 0.220, 0.213, 0.221, 0.238]}


{"formula": "C13H19N3O3", "method": "ωB97M-V/def2-TZVPD", "homo_energy_ha": -0.330, "de_lowest_kj_mol": 0.0, "orbital_gap_ev": 9.5, "spin_multiplicity": 1, "species": ["O", "C", "C", "C", "C", "C", "C", "C", "C", "O", "N", "C", "C", "C", "C", "N", "C", "N", "O", "H", "H", "H", "H", "H", "H", "H", "H", "H", "H", "H", "H", "H", "H", "H", "H", "H", "H", "H"], "coordinates": [[1.792, 2.601, -1.074], [1.660, 1.983, -0.027], [2.785, 1.635, 0.916], [3.820, 0.718, 0.251], [3.354, -0.735, 0.145], [2.392, -0.973, -1.017], [1.849, -2.403, -1.070], [1.070, -2.806, 0.192], [0.081, -1.734, 0.607], [0.271, -0.996, 1.555], [-1.014, -1.667, -0.194], [-2.098, -0.787, -0.093], [-2.902, -0.581, -1.211], [-3.978, 0.280, -1.113], [-4.219, 0.895, 0.107], [-3.473, 0.689, 1.176], [-2.440, -0.122, 1.086], [0.432, 1.620, 0.392], [-0.617, 1.837, -0.518], [2.387, 1.169, 1.817], [3.272, 2.574, 1.187], [4.732, 0.748, 0.852], [4.057, 1.112, -0.739], [4.226, -1.380, 0.011], [2.874, -1.009, 1.084], [1.553, -0.280, -0.950], [2.909, -0.761, -1.956], [2.676, -3.104, -1.202], [1.200, -2.494, -1.946], [0.542, -3.746, 0.013], [1.761, -2.956, 1.022], [-1.009, -2.240, -1.027], [-2.678, -1.086, -2.142], [-4.613, 0.468, -1.964], [-5.048, 1.577, 0.237], [-1.865, -0.256, 1.991], [0.223, 0.887, 1.062], [-0.177, 2.383, -1.206]], "nbo_charge": [-0.668, 0.630, -0.488, -0.384, -0.409, -0.406, -0.379, -0.503, 0.712, -0.649, -0.603, 0.116, -0.199, -0.236, 0.022, -0.392, 0.005, -0.337, -0.566, 0.217, 0.238, 0.209, 0.217, 0.201, 0.207, 0.202, 0.214, 0.212, 0.195, 0.223, 0.236, 0.401, 0.209, 0.221, 0.193, 0.219, 0.427, 0.496]}


{"formula": "C13H19N3O4S", "method": "ωB97M-V/def2-TZVPD", "homo_energy_ha": -0.289, "de_lowest_kj_mol": 90.1, "orbital_gap_ev": 8.3, "spin_multiplicity": 1, "species": ["C", "O", "C", "C", "C", "C", "N", "C", "O", "N", "C", "C", "N", "S", "C", "O", "O", "C", "C", "C", "C", "H", "H", "H", "H", "H", "H", "H", "H", "H", "H", "H", "H", "H", "H", "H", "H", "H", "H", "H"], "coordinates": [[-4.090, -2.293, -0.394], [-4.301, -1.007, 0.138], [-3.300, -0.092, 0.006], [-3.494, 1.130, 0.653], [-2.521, 2.105, 0.621], [-1.329, 1.886, -0.065], [-0.325, 2.873, -0.044], [1.009, 2.679, -0.345], [1.623, 3.478, -1.028], [1.613, 1.589, 0.219], [1.117, 0.890, 1.391], [2.026, -0.303, 1.704], [2.391, -1.007, 0.496], [1.211, -2.027, -0.123], [2.107, -3.598, -0.089], [0.924, -1.718, -1.494], [0.117, -2.118, 0.800], [3.108, -0.194, -0.474], [2.978, 1.298, -0.154], [-1.164, 0.694, -0.760], [-2.131, -0.293, -0.719], [-4.038, -2.272, -1.488], [-4.952, -2.884, -0.087], [-3.175, -2.743, 0.004], [-4.416, 1.286, 1.191], [-2.674, 3.041, 1.138], [-0.637, 3.803, -0.295], [1.077, 1.571, 2.252], [0.113, 0.504, 1.206], [1.489, -1.005, 2.340], [2.945, 0.006, 2.209], [2.381, -3.798, 0.937], [1.453, -4.373, -0.470], [2.980, -3.493, -0.717], [2.680, -0.410, -1.455], [4.165, -0.485, -0.474], [3.665, 1.578, 0.654], [3.217, 1.904, -1.030], [-0.266, 0.517, -1.332], [-1.941, -1.209, -1.252]], "nbo_charge": [-0.255, -0.512, 0.356, -0.252, -0.226, 0.115, -0.645, 0.799, -0.651, -0.466, -0.239, -0.236, -0.689, 2.312, -0.855, -0.951, -0.947, -0.237, -0.235, -0.240, -0.293, 0.174, 0.197, 0.183, 0.221, 0.215, 0.410, 0.198, 0.235, 0.245, 0.203, 0.240, 0.244, 0.238, 0.238, 0.193, 0.182, 0.263, 0.235, 0.230]}


{"formula": "C13H19NO3", "method": "ωB97M-V/def2-TZVPD", "homo_energy_ha": -0.321, "de_lowest_kj_mol": 97.8, "orbital_gap_ev": 9.4, "spin_multiplicity": 1, "species": ["C", "C", "O", "C", "C", "C", "N", "C", "O", "C", "C", "C", "C", "O", "C", "C", "C", "H", "H", "H", "H", "H", "H", "H", "H", "H", "H", "H", "H", "H", "H", "H", "H", "H", "H", "H"], "coordinates": [[-4.845, -0.809, -1.673], [-4.032, -1.664, -0.703], [-4.011, -1.158, 0.618], [-2.888, -0.395, 0.983], [-2.826, 1.002, 0.354], [-1.801, 1.901, 1.051], [-0.457, 1.381, 0.955], [0.383, 1.740, -0.049], [0.089, 2.587, -0.871], [1.703, 1.049, -0.048], [1.888, -0.250, 0.407], [3.134, -0.851, 0.361], [4.227, -0.151, -0.141], [5.492, -0.638, -0.223], [5.747, -1.946, 0.229], [4.042, 1.151, -0.613], [2.798, 1.734, -0.575], [-5.835, -0.633, -1.260], [-4.946, -1.334, -2.620], [-4.369, 0.150, -1.856], [-3.008, -1.795, -1.076], [-4.500, -2.652, -0.626], [-1.967, -0.950, 0.744], [-2.968, -0.300, 2.071], [-2.555, 0.926, -0.700], [-3.812, 1.463, 0.430], [-2.058, 2.026, 2.106], [-1.794, 2.878, 0.561], [-0.176, 0.672, 1.611], [1.054, -0.831, 0.777], [3.238, -1.865, 0.714], [5.519, -2.055, 1.294], [6.812, -2.109, 0.072], [5.180, -2.687, -0.343], [4.896, 1.677, -1.010], [2.645, 2.735, -0.950]], "nbo_charge": [-0.633, -0.062, -0.537, -0.055, -0.441, -0.223, -0.616, 0.645, -0.626, -0.109, -0.184, -0.320, 0.326, -0.488, -0.253, -0.261, -0.157, 0.213, 0.210, 0.206, 0.160, 0.181, 0.154, 0.180, 0.209, 0.215, 0.193, 0.237, 0.394, 0.203, 0.220, 0.177, 0.203, 0.177, 0.227, 0.235]}


For the records above, the corresponding energy values read -39242.653; -50051.336; -15279.152; -34247.808; -44025.588; -24401.938; -37284.664; -21421.676 eV.